1.
A molecular structure, C23H55IrN3O2P4. Source: the OMol25 dataset; level of theory: wB97M-V/def2-TZVPD.

Geometry as ORCA input:
```
! RIJCOSX wB97M-V def2-TZVPD def2/J DEFGRID3
* xyz 3 5
Ir -0.654 -0.077 -0.968
P -0.160 1.827 -2.150
P -2.659 0.667 -0.400
P -1.647 -1.113 -2.735
H 4.594 -4.345 0.908
C 4.211 -4.328 -0.121
C 4.678 -3.469 -1.036
H 5.256 -2.602 -0.708
C 1.012 2.801 -1.127
C -1.347 3.113 -2.727
C 0.818 1.425 -3.648
C -3.582 -0.583 0.549
C -2.512 2.030 0.789
C -3.955 1.308 -1.499
C -0.410 -1.983 -3.717
C -2.547 -0.323 -4.095
C -2.678 -2.503 -2.145
H 3.501 -5.117 -0.403
H 4.661 -3.656 -2.120
H 1.399 2.141 -0.344
H 0.478 3.639 -0.660
H 1.828 3.192 -1.745
H -1.840 3.596 -1.873
H -2.117 2.690 -3.384
H -0.789 3.883 -3.285
H 1.540 0.631 -3.411
H 1.356 2.333 -3.963
H 0.167 1.090 -4.468
H -4.653 -0.357 0.498
H -3.249 -0.557 1.589
H -3.408 -1.581 0.143
H -3.489 2.508 0.950
H -1.803 2.792 0.442
H -2.144 1.625 1.741
H -4.922 0.899 -1.188
H -3.774 1.062 -2.544
H -4.015 2.396 -1.410
H -0.851 -2.340 -4.653
H -0.134 -2.839 -3.105
H 0.476 -1.384 -3.936
H -2.354 -0.932 -4.985
H -2.180 0.690 -4.290
H -3.620 -0.335 -3.897
H -2.698 -3.279 -2.916
H -3.704 -2.172 -1.970
H -2.256 -2.918 -1.224
C 1.622 -2.064 -0.866
C 1.155 -3.237 -0.177
C 0.955 -4.372 -0.951
C 1.390 -4.429 -2.282
C 2.179 -3.399 -2.794
C 2.422 -2.286 -2.013
O 1.264 -0.843 -0.557
H -1.062 -1.222 0.134
H 0.909 -3.154 0.881
H 0.409 -5.240 -0.567
H 1.091 -5.276 -2.907
H 2.581 -3.485 -3.802
H 3.055 -1.466 -2.320
C -0.152 3.942 2.902
N 0.900 2.941 3.120
C 2.220 3.484 2.743
P 0.602 1.352 2.675
O 0.387 1.082 1.228
N 1.972 0.574 3.200
C 2.462 -0.612 2.501
C 2.359 0.702 4.603
N -0.753 0.952 3.595
C -1.272 -0.426 3.437
C -0.937 1.482 4.956
H 0.139 4.850 3.446
H -1.132 3.589 3.231
H -0.235 4.217 1.842
H 3.012 2.745 2.921
H 2.258 3.793 1.683
H 2.389 4.377 3.363
H 2.522 -0.467 1.417
H 3.455 -0.822 2.899
H 1.807 -1.473 2.675
H 3.408 0.397 4.679
H 2.270 1.742 4.951
H 1.766 0.043 5.258
H -0.701 -1.141 4.054
H -2.327 -0.453 3.756
H -1.213 -0.774 2.390
H -0.444 2.449 5.079
H -2.012 1.601 5.145
H -0.542 0.789 5.713
*
```

Gap between HOMO and LUMO (spin up / spin down): 0.2568 / 0.1016 hartree
LUMO (spin up / spin down): -0.3141 / -0.4708 Eh
Relative energy (zero: lowest compared OMol25 entry of this formula, charge and spin): 19.6 kcal/mol
⟨S²⟩: 6.031
E_HOMO (spin up / spin down): -15.535 / -15.577 eV
Largest force on an atom: 4.51 eV/A

Atom charges from the Mulliken analysis, given in e for atoms 1 to 6:
1 Ir 2.565
2 P 0.783
3 P 0.169
4 P 1.654
5 H 0.305
6 C -0.463

=====

2.
A molecular structure, C23H55LaN3OP4Se. Source: the OMol25 dataset; level of theory: wB97M-V/def2-TZVPD.

Geometry as ORCA input:
```
! RIJCOSX wB97M-V def2-TZVPD def2/J DEFGRID3
* xyz 3 1
La -0.946 -0.858 0.192
P 1.925 0.552 0.185
P -1.223 0.432 3.026
P -0.793 2.188 -0.471
H 0.109 -1.708 -4.422
C 0.500 -0.704 -4.596
C 1.672 -0.296 -4.082
H 2.284 -0.994 -3.480
C 2.930 -0.975 0.094
C 2.584 1.339 1.696
C 2.732 1.560 -1.138
C -3.006 0.628 3.440
C -0.726 -0.768 4.328
C -0.578 1.990 3.763
C -0.453 2.537 -2.237
C -0.014 3.634 0.348
C -2.562 2.675 -0.371
H -0.091 -0.053 -5.267
H 2.102 0.679 -4.315
H 2.799 -1.456 -0.886
H 2.669 -1.691 0.881
H 3.975 -0.662 0.197
H 2.136 0.857 2.578
H 2.351 2.414 1.679
H 3.674 1.189 1.690
H 2.417 1.167 -2.128
H 3.822 1.439 -1.002
H 2.451 2.622 -1.018
H -3.197 0.333 4.481
H -3.598 -0.010 2.767
H -3.312 1.668 3.283
H -1.353 -0.645 5.222
H 0.326 -0.612 4.609
H -0.850 -1.791 3.944
H -0.749 1.967 4.851
H -1.108 2.855 3.339
H 0.502 2.093 3.573
H -1.292 3.139 -2.608
H -0.384 1.598 -2.803
H 0.482 3.101 -2.344
H -0.671 4.499 0.167
H 0.980 3.842 -0.071
H 0.066 3.463 1.432
H -2.715 3.603 -0.942
H -2.823 2.844 0.682
H -3.186 1.861 -0.766
C -4.544 -0.778 -1.641
C -3.890 -0.943 -2.903
C -4.641 -0.771 -4.088
C -6.000 -0.444 -4.033
C -6.672 -0.350 -2.799
C -5.934 -0.520 -1.639
Se -3.821 -0.961 0.141
H 0.482 -1.061 -1.168
H -2.834 -1.263 -2.969
H -4.185 -0.893 -5.076
H -6.569 -0.255 -4.944
H -7.738 -0.142 -2.740
H -6.478 -0.435 -0.693
C -1.011 -6.423 -0.166
N -1.054 -5.030 0.267
C -2.247 -4.676 1.026
P 0.359 -4.255 0.647
O -0.044 -2.805 0.921
N 1.138 -4.762 2.006
C 1.743 -3.776 2.914
C 1.322 -6.180 2.338
N 1.263 -4.578 -0.703
C 0.760 -4.199 -2.045
C 2.730 -4.658 -0.644
H -1.926 -6.635 -0.730
H -0.962 -7.122 0.686
H -0.139 -6.605 -0.820
H -2.068 -4.703 2.121
H -2.650 -3.677 0.753
H -3.014 -5.424 0.783
H 1.055 -2.941 3.102
H 2.679 -3.379 2.485
H 1.969 -4.267 3.875
H 1.854 -6.259 3.296
H 0.356 -6.692 2.447
H 1.915 -6.695 1.568
H 1.024 -3.157 -2.268
H 1.233 -4.833 -2.812
H -0.329 -4.321 -2.110
H 3.163 -3.651 -0.669
H 3.043 -5.181 0.270
H 3.104 -5.214 -1.511
*
```

Gap between HOMO and LUMO (spin up / spin down): 0.1988 / 0.1806 hartree
LUMO (spin up / spin down): -0.4066 / -0.4245 Eh
E_HOMO (spin up / spin down): -16.472 / -16.466 eV
Largest force on an atom: 2.68 eV/A

Atom charges from the Mulliken analysis, given in e for atoms 1 to 6:
1 La 0.901
2 P 0.513
3 P 0.668
4 P 0.585
5 H 0.255
6 C -0.598

=====

3.
A molecular structure, C23H55N3O2P4Yb. Source: the OMol25 dataset; level of theory: wB97M-V/def2-TZVPD.

Geometry as ORCA input:
```
! RIJCOSX wB97M-V def2-TZVPD def2/J DEFGRID3
* xyz 3 2
Yb 0.058 -0.556 -0.109
P 0.857 -2.781 -1.539
P 2.877 -0.114 0.588
P -2.475 0.556 -0.767
H 2.118 3.235 -0.988
C 1.122 3.688 -0.865
C 0.663 4.209 0.289
H 1.174 4.003 1.238
C 1.455 -2.404 -3.244
C 2.003 -4.133 -1.080
C -0.645 -3.673 -2.096
C 3.344 1.423 1.485
C 3.704 -1.407 1.605
C 4.088 -0.050 -0.790
C -3.112 2.262 -0.556
C -3.935 -0.533 -0.674
C -2.398 0.614 -2.582
H 0.476 3.621 -1.749
H -0.269 4.783 0.370
H 1.641 -3.359 -3.759
H 2.410 -1.871 -3.162
H 0.781 -1.790 -3.874
H 1.862 -4.970 -1.775
H 1.816 -4.491 -0.059
H 3.050 -3.799 -1.114
H -0.341 -4.637 -2.530
H -1.169 -3.076 -2.859
H -1.335 -3.842 -1.259
H 4.411 1.653 1.353
H 3.143 1.354 2.560
H 2.751 2.259 1.083
H 4.795 -1.287 1.605
H 3.466 -2.395 1.189
H 3.352 -1.384 2.644
H 5.121 -0.027 -0.413
H 3.900 0.848 -1.391
H 3.951 -0.939 -1.423
H -3.841 2.506 -1.344
H -2.266 2.968 -0.615
H -3.584 2.348 0.432
H -4.745 -0.156 -1.307
H -4.267 -0.592 0.365
H -3.662 -1.542 -1.014
H -3.326 0.923 -3.085
H -2.070 -0.362 -2.971
H -1.640 1.360 -2.834
C -0.437 1.237 -5.380
C 0.353 0.596 -6.343
C 0.361 1.104 -7.644
C -0.445 2.197 -7.980
C -1.351 2.716 -7.047
C -1.398 2.197 -5.736
O -0.194 1.025 -4.037
H 0.569 0.482 -3.740
H 0.993 -0.232 -6.044
H 1.030 0.658 -8.383
H -0.379 2.644 -8.974
H -2.003 3.547 -7.335
H -2.088 2.600 -4.990
C -1.288 2.143 3.159
N -0.612 1.146 4.013
C -0.585 1.438 5.454
P -0.531 -0.403 3.483
O -0.385 -0.489 1.976
N 0.684 -1.094 4.374
C 0.944 -2.529 4.110
C 1.911 -0.282 4.505
N -1.872 -1.313 3.872
C -2.199 -1.504 5.291
C -3.051 -1.154 3.003
H -0.640 3.029 3.069
H -2.242 2.440 3.627
H -1.499 1.732 2.152
H -1.141 2.367 5.603
H -1.041 0.636 6.053
H 0.444 1.605 5.792
H 1.627 -2.667 3.254
H 1.416 -2.953 5.006
H 0.000 -3.050 3.903
H 2.076 0.349 3.609
H 1.871 0.380 5.379
H 2.767 -0.955 4.628
H -2.935 -0.755 5.645
H -2.642 -2.506 5.416
H -1.292 -1.453 5.914
H -3.848 -1.770 3.438
H -3.417 -0.108 2.948
H -2.845 -1.498 1.977
*
```

Gap between HOMO and LUMO (spin up / spin down): 0.2763 / 0.1309 hartree
LUMO (spin up / spin down): -0.2939 / -0.4394 Eh
⟨S²⟩: 0.769
E_HOMO (spin up / spin down): -15.518 / -15.518 eV
Largest force on an atom: 3.01 eV/A

Atom charges from the Mulliken analysis, given in e for atoms 1 to 6:
1 Yb 0.374
2 P 0.781
3 P 0.684
4 P 0.950
5 H 0.360
6 C -0.503

=====

Number 1: energy -73274.2482 eV. Number 2: energy -134597.7027 eV. Number 3: energy -101969.9284 eV.